{"formula": "C22H25N3O5", "method": "wB97M-V/def2-TZVPD", "elements": ["C", "C", "C", "C", "N", "C", "O", "C", "O", "C", "C", "C", "C", "C", "C", "C", "O", "C", "C", "C", "C", "N", "C", "O", "N", "C", "C", "O", "C", "C", "H", "H", "H", "H", "H", "H", "H", "H", "H", "H", "H", "H", "H", "H", "H", "H", "H", "H", "H", "H", "H", "H", "H", "H", "H"], "coordinates": [[-3.803, -5.535, 0.430], [-4.157, -4.087, 0.742], [-3.229, -3.117, 0.016], [-3.559, -1.666, 0.362], [-2.702, -0.734, -0.339], [-3.136, 0.048, -1.339], [-4.285, 0.106, -1.723], [-2.033, 0.906, -1.981], [-1.050, 1.377, -1.081], [-1.391, 2.377, -0.212], [-2.701, 2.779, 0.024], [-2.968, 3.818, 0.899], [-1.939, 4.490, 1.536], [-0.634, 4.109, 1.294], [-0.342, 3.045, 0.445], [1.085, 2.724, 0.207], [1.932, 3.590, 0.111], [1.444, 1.291, 0.100], [0.714, 0.263, 0.727], [1.095, -1.041, 0.557], [0.357, -2.078, 1.165], [-0.291, -2.893, 1.646], [2.239, -1.420, -0.254], [2.592, -2.557, -0.493], [2.949, -0.327, -0.786], [4.187, -0.618, -1.480], [5.397, -0.312, -0.571], [5.340, -0.935, 0.679], [5.582, -2.328, 0.669], [2.568, 0.941, -0.608], [-4.467, -6.214, 0.960], [-3.893, -5.729, -0.637], [-2.780, -5.746, 0.732], [-5.191, -3.890, 0.449], [-4.077, -3.919, 1.818], [-2.197, -3.328, 0.303], [-3.323, -3.257, -1.063], [-3.447, -1.507, 1.439], [-4.584, -1.428, 0.068], [-1.714, -0.774, -0.139], [-1.487, 0.284, -2.697], [-2.506, 1.732, -2.523], [-3.522, 2.283, -0.467], [-3.994, 4.105, 1.073], [-2.152, 5.307, 2.207], [0.191, 4.623, 1.763], [-0.129, 0.507, 1.358], [4.166, -1.679, -1.740], [4.256, -0.016, -2.387], [6.312, -0.594, -1.114], [5.427, 0.760, -0.353], [4.750, -2.883, 0.225], [6.507, -2.560, 0.129], [5.688, -2.619, 1.712], [3.173, 1.712, -1.065]], "homo_lumo_gap_ev": 8.566, "smiles": "CCCCNC(=O)COc1ccccc1C(=O)c1cc(C#N)c(=O)n(CCOC)c1", "relative_energy_kcal_mol": 66.42}

{"formula": "C3H3BrFI", "method": "wB97M-V/def2-TZVPD", "elements": ["C", "C", "C", "F", "Br", "I", "H", "H", "H"], "coordinates": [[-0.325, 0.391, -1.480], [0.245, 0.732, -0.342], [-0.165, -0.661, 1.157], [-0.447, -1.808, 0.546], [1.258, -0.746, 2.393], [1.834, 1.962, 0.192], [-0.520, 0.992, -2.284], [-0.801, -0.565, -1.651], [-1.079, -0.296, 1.470]], "homo_lumo_gap_ev": 9.382, "relative_energy_kcal_mol": 41.58}

{"formula": "C2H3N2S2", "method": "wB97M-V/def2-TZVPD", "elements": ["C", "C", "N", "N", "S", "S", "H", "H", "H"], "coordinates": [[0.067, 0.275, -0.140], [-1.536, 4.139, -1.122], [0.249, 1.337, -0.530], [0.114, -0.861, 0.413], [-1.644, 4.938, 0.213], [-1.265, 3.393, -2.455], [-0.186, 2.207, -1.117], [0.064, -1.720, -0.226], [-0.292, -1.115, 1.397]], "homo_lumo_gap_ev": 9.355, "relative_energy_kcal_mol": 23.57, "total_charge": 1}

Going through the records in order, we get LUMO level values of -0.566; 0.242; -4.135 eV.